Molecular formula: C2HClO4
Method: DFT, the ωB97M-V functional and the def2-TZVPD basis

The calculation puts the frontier orbital gap at 0.2738 hartree. Its HOMO energy is -8.532 eV. The energy above the lowest of the compared OMol25 structures with the same formula, charge and spin is 215.0 kcal per mole. As for the LUMO energy: -1.08 eV.

Each line ends with the Mulliken charge.
Geometry (Å):
1 C -2.000 1.737 0.886  0.625
2 C 2.446 -1.101 -1.400  -0.070
3 O -2.628 2.699 0.740  -0.250
4 O -1.695 0.630 1.031  0.180
5 O -0.628 -0.162 1.134  -0.581
6 O 1.530 -0.431 -0.919  -0.110
7 Cl 2.279 -2.753 -1.149  -0.116
8 H 0.697 -0.619 -0.323  0.322

=====

Molecular formula: C2HErFO
Method: DFT, the ωB97M-V functional and the def2-TZVPD basis

The calculation puts the frontier orbital gap (spin up / spin down) at 0.2214 / 0.2258 hartree. Its HOMO energy (spin up / spin down) is -12.616 / -12.657 eV. As for the LUMO energy (spin up / spin down): -6.59 / -6.51 eV. The spin multiplicity is 4. The net charge is +1.

Each line ends with the Mulliken charge.
Geometry (Å):
1 H -1.579 -0.404 -1.609  0.560
2 O -0.521 -0.911 -1.324  -0.306
3 C -0.530 0.497 -1.063  -0.268
4 C -0.055 0.722 0.180  -0.430
5 F -0.348 1.934 0.789  -0.099
6 Er 0.719 -1.444 0.421  1.543

=====

Molecular formula: C2HF2I2N
Method: DFT, the ωB97M-V functional and the def2-TZVPD basis

The calculation puts the frontier orbital gap (spin up / spin down) at 0.2047 / 0.2106 hartree. Its HOMO energy (spin up / spin down) is -8.673 / -8.827 eV. The energy above the lowest of the compared OMol25 structures with the same formula, charge and spin is 168.0 kcal per mole. As for the LUMO energy (spin up / spin down): -3.10 / -3.10 eV.

Each line ends with the Mulliken charge.
Geometry (Å):
1 C -0.212 -0.428 0.146  -0.449
2 C 0.782 0.116 -0.647  0.444
3 N -2.002 0.733 0.809  -0.289
4 F 0.419 1.098 -1.518  -0.150
5 F 1.817 -0.480 -1.147  -0.166
6 I -0.254 -2.342 0.926  0.266
7 I 1.922 1.336 1.184  0.120
8 H -2.471 -0.033 0.246  0.225

=====

Molecular formula: C2HF2NS
Method: DFT, the ωB97M-V functional and the def2-TZVPD basis

The calculation puts the frontier orbital gap at 0.3658 hartree. Its HOMO energy is -10.118 eV. The energy above the lowest of the compared OMol25 structures with the same formula, charge and spin is 18.5 kcal per mole. As for the LUMO energy: -0.16 eV.

Each line ends with the Mulliken charge.
Geometry (Å):
1 C 0.561 1.155 1.823  -0.096
2 C -0.775 -0.228 -1.770  0.487
3 N 1.001 0.313 2.502  -0.200
4 F -0.544 0.959 -2.363  -0.135
5 F 0.292 -1.051 -1.906  -0.141
6 S -2.122 -0.664 -1.031  -0.215
7 H 1.586 -0.484 2.744  0.300

=====

Molecular formula: C2HF4IO
Method: DFT, the ωB97M-V functional and the def2-TZVPD basis

The calculation puts the frontier orbital gap (spin up / spin down) at 0.2453 / 0.3141 hartree. Its HOMO energy (spin up / spin down) is -6.944 / -10.753 eV. The energy above the lowest of the compared OMol25 structures with the same formula, charge and spin is 18.4 kcal per mole. As for the LUMO energy (spin up / spin down): -0.27 / -2.21 eV. The spin multiplicity is 3.

Each line ends with the Mulliken charge.
Geometry (Å):
1 C 0.552 -1.766 0.030  0.683
2 C -0.268 1.124 0.839  0.198
3 O 1.690 -1.589 0.263  -0.342
4 F -0.419 -2.147 0.852  -0.156
5 F -0.025 -1.703 -1.173  -0.164
6 F -1.461 0.842 1.248  -0.181
7 F 0.147 2.227 1.463  -0.223
8 I -0.867 1.877 -1.564  0.042
9 H 0.650 1.136 -1.958  0.142

=====

Molecular formula: C2HF4P
Method: DFT, the ωB97M-V functional and the def2-TZVPD basis

As for the structure (SMILES): F/C=P/C(F)(F)F. The calculation puts the frontier orbital gap at 0.3616 hartree. Its HOMO energy is -10.205 eV. The energy above the lowest of the compared OMol25 structures with the same formula, charge and spin is 31.3 kcal per mole. As for the LUMO energy: -0.36 eV.

Each line ends with the Mulliken charge.
Geometry (Å):
1 C -0.125 -1.451 -0.015  0.051
2 C 0.045 1.158 0.112  0.639
3 F -0.357 -2.744 0.187  -0.176
4 F -0.502 1.241 -1.110  -0.214
5 F 1.372 1.072 -0.066  -0.213
6 F -0.196 2.315 0.731  -0.219
7 P -0.641 -0.318 1.107  -0.159
8 H 0.404 -1.274 -0.946  0.292

=====

Molecular formula: C2HF6IrNO3S2
Method: DFT, the ωB97M-V functional and the def2-TZVPD basis

The calculation puts the frontier orbital gap (spin up / spin down) at 0.2835 / 0.1987 hartree. Its HOMO energy (spin up / spin down) is -12.115 / -13.840 eV. As for the LUMO energy (spin up / spin down): -4.40 / -8.43 eV. The spin multiplicity is 5. The net charge is +1.

Each line ends with the Mulliken charge.
Geometry (Å):
1 N 0.864 0.811 -1.154  -0.208
2 S 0.218 0.014 -2.510  0.198
3 C -1.269 1.001 -2.855  0.748
4 F -1.886 0.443 -3.901  -0.180
5 F -1.000 2.273 -3.163  -0.184
6 F -2.132 1.034 -1.834  -0.196
7 S 0.449 0.122 0.234  0.475
8 O 1.625 -0.721 0.820  -0.405
9 O -0.624 -2.401 2.063  -0.304
10 C 0.613 1.639 1.302  0.779
11 F -0.252 2.550 0.887  -0.180
12 F 0.334 1.316 2.557  -0.188
13 F 1.835 2.138 1.250  -0.197
14 Ir 1.204 -2.188 1.748  0.781
15 O 0.190 -3.655 2.545  -0.348
16 H -0.169 -4.375 2.012  0.408

=====

Molecular formula: C2HFINO2
Method: DFT, the ωB97M-V functional and the def2-TZVPD basis

The calculation puts the frontier orbital gap (spin up / spin down) at 0.3271 / 0.3271 hartree. Its HOMO energy (spin up / spin down) is -10.273 / -10.273 eV. The energy above the lowest of the compared OMol25 structures with the same formula, charge and spin is 71.5 kcal per mole. As for the LUMO energy (spin up / spin down): -1.37 / -1.37 eV.

Each line ends with the Mulliken charge.
Geometry (Å):
1 C 1.117 0.285 0.192  -0.135
2 C 2.161 -0.509 0.121  0.004
3 N 0.994 1.685 0.097  0.968
4 O 2.021 2.313 -0.067  -0.541
5 O -0.115 2.157 0.175  -0.550
6 F 2.047 -1.823 0.174  -0.190
7 I 4.163 0.121 -0.069  0.183
8 H -0.608 -0.302 -0.044  0.261

=====

Taking the records one at a time from the top gives E_tot values of -22794.282 -34461.431 -25208.205 -19848.324 -23102.894 -22247.652 -50519.069 -18485.850 eV.